Entry 1:
Molecular formula: C10H16O2
Method: DFT, ωB97M-V/def2-TZVPD

```
! wB97M-V def2-TZVPD RIJCOSX def2/J DEFGRID3
* xyz 0 1
C 1.6051 -1.4831 2.0695
C 0.3745 -1.5485 1.2396
C 0.2300 -2.3627 0.1607
C -0.9622 -2.3047 -0.6229
C -1.9848 -1.4253 -0.0830
O -3.1184 -1.6587 -0.7544
C -1.9360 -0.5820 0.9731
C -0.7048 -0.6240 1.5862
H 1.9769 -2.4309 2.3459
H 1.4224 -0.9357 3.0366
H 2.2856 -0.8616 1.5306
H 0.9117 -3.1185 -0.1253
H -1.2972 -3.0058 -1.3380
H -3.6103 -0.9051 -1.0198
H -2.8343 0.0248 1.2895
H -0.5236 -0.0767 2.4412
C -0.2112 0.8514 -1.3435
C 0.7683 2.0396 -1.5196
C 0.7249 3.0232 -0.3619
O 2.1069 1.4212 -1.4423
H 0.6242 0.0879 -1.0149
H -0.6539 0.5517 -2.2715
H -0.9536 1.0258 -0.6227
H 0.6856 2.4177 -2.5972
H 0.9622 2.5730 0.6160
H 1.5123 3.7315 -0.6035
H -0.2634 3.5092 -0.3531
H 2.8629 2.0661 -1.2154
*
```

E_HOMO: -8.13 eV
Electronic energy: -541.040819 Eh
LUMO: 0.79 eV

Results of the Mulliken charge analysis, in e, for atoms 1 through 6: number 1, C, carries -1.398; number 2, C, carries 0.494; number 3, C, carries -0.415; number 4, C, carries -0.763; number 5, C, carries 0.987; number 6, O, carries -0.571

---

Entry 2:
Molecular formula: C26H76O36P8S
Method: DFT, ωB97M-V/def2-TZVPD

```
! wB97M-V def2-TZVPD RIJCOSX def2/J DEFGRID3
* xyz 0 1
C 0.4801 2.2242 1.9473
O 1.2233 1.6289 2.9902
P 0.4928 0.8510 4.1925
O -0.8141 1.5067 4.5600
O 0.4235 -0.6824 3.6455
C -0.8192 -1.4040 3.6020
O 1.6228 0.9089 5.3666
C 2.6270 -0.0333 5.4115
H 0.5394 3.3043 2.0814
H -0.5587 1.8945 1.9618
H 0.9166 1.8817 1.0090
H -0.7414 -2.2801 4.2458
H -0.8926 -1.6460 2.5418
H -1.7110 -0.8280 3.8492
H 3.2270 0.1549 6.3018
H 3.3535 -0.1775 4.6117
H 2.0443 -0.9239 5.6465
C 2.9219 1.3924 -0.5658
O 2.8030 2.7365 -1.0216
P 3.2249 3.1896 -2.5261
O 4.0270 2.2124 -3.2742
O 3.9913 4.6399 -2.2691
C 4.4849 5.1702 -3.5034
O 1.8827 3.6469 -3.2272
C 0.8719 2.6620 -3.4046
H 3.6604 0.8252 -1.1323
H 1.8591 1.1598 -0.4980
H 3.3205 1.5041 0.4425
H 3.7827 5.7944 -4.0559
H 4.6658 4.5043 -4.3472
H 5.4908 5.5684 -3.3703
H 1.1560 1.7106 -2.9550
H 0.8277 2.4532 -4.4735
H -0.0830 2.9548 -2.9681
C -4.4419 2.4919 0.2367
O -4.6808 3.4999 -0.6922
P -4.4888 3.1582 -2.2407
O -5.0017 1.8185 -2.7487
O -2.9102 3.3825 -2.4788
C -1.9253 2.4694 -2.0100
O -5.1691 4.4829 -2.8967
C -6.5493 4.8924 -2.5906
H -4.3615 1.4887 -0.1819
H -5.2145 2.4970 1.0055
H -3.4757 2.6379 0.7197
H -1.2826 1.9571 -2.7260
H -2.2331 1.6836 -1.3203
H -1.1662 3.0138 -1.4483
H -6.5057 5.8159 -2.0133
H -6.9051 4.1532 -1.8729
H -7.1948 4.9564 -3.4666
C -2.4183 -2.7213 -1.2449
O -3.7496 -2.3372 -1.1750
P -4.2700 -0.7856 -1.5250
O -3.4893 0.2775 -0.8223
O -4.1121 -0.7145 -3.1759
C -3.3723 0.2203 -3.8462
O -5.9086 -0.8891 -1.4547
C -6.5034 -0.4048 -0.2993
H -2.0405 -3.2103 -0.3470
H -1.6585 -1.9656 -1.4441
H -2.2664 -3.3764 -2.1027
H -4.0972 1.0013 -4.0757
H -2.9086 -0.1657 -4.7540
H -2.4875 0.5019 -3.2753
H -5.8754 0.2346 0.3211
H -6.8223 -1.2263 0.3423
H -7.4405 0.1142 -0.5010
C 3.5836 -5.0201 -0.1128
O 4.0081 -3.8858 0.6944
P 3.8905 -2.3681 0.1806
O 2.5054 -1.8748 0.1254
O 4.7649 -1.6153 1.2924
C 6.0786 -2.1270 1.4982
O 4.7943 -2.3414 -1.2120
C 4.6440 -1.3305 -2.1217
H 2.5779 -4.7171 -0.4039
H 3.3778 -5.9441 0.4275
H 4.2263 -5.1624 -0.9816
H 6.1269 -2.7024 2.4226
H 6.6369 -1.2046 1.6582
H 6.3838 -2.6256 0.5782
H 4.2858 -0.3869 -1.7101
H 4.0023 -1.6396 -2.9468
H 5.5558 -1.0085 -2.6247
C 3.4455 2.6802 3.8969
O 4.4328 2.3937 2.8795
P 4.8034 0.7887 2.6167
O 5.8466 0.5905 1.5842
O 5.1478 0.3142 4.1253
C 6.0537 -0.7137 4.3641
O 3.3663 0.1734 2.2941
C 2.9212 -0.1789 0.9906
H 2.7041 1.9094 4.1074
H 2.9742 3.6396 3.6836
H 3.8914 2.8628 4.8746
H 6.5159 -1.1240 3.4662
H 5.5517 -1.4286 5.0160
H 6.9215 -0.3103 4.8859
H 3.7354 -0.3598 0.2889
H 2.2667 0.5665 0.5387
H 2.3219 -1.0837 1.0915
C 0.9385 -3.0613 -0.7444
O 0.9133 -2.9534 -2.2198
P 2.0409 -3.7390 -3.0975
O 3.3183 -4.0167 -2.3734
O 1.2311 -5.0332 -3.6534
C -0.0883 -4.9379 -4.1528
O 2.2966 -2.8746 -4.4417
C 2.7990 -3.4815 -5.6315
H 0.4432 -2.1688 -0.3618
H 1.9490 -2.9492 -0.3515
H 0.5256 -4.0210 -0.4336
H -0.2331 -4.5737 -5.1700
H -0.7279 -4.4306 -3.4306
H -0.4165 -5.9773 -4.1582
H 3.6801 -2.9271 -5.9547
H 2.0040 -3.5221 -6.3761
H 3.0206 -4.5363 -5.4693
C -2.8623 0.7995 1.2995
O -3.3603 0.2826 2.5881
P -4.9590 0.4751 2.9395
O -5.3419 1.9219 3.0334
O -5.8378 -0.4411 1.8556
C -7.2459 -0.3952 1.6855
O -5.0988 -0.3503 4.3168
C -6.2597 -0.4572 5.0894
H -2.0119 0.2547 0.8893
H -2.6556 1.8627 1.4214
H -3.5843 0.6407 0.4985
H -7.6709 -1.3117 2.0950
H -7.5260 -0.2901 0.6373
H -7.6333 0.4765 2.2129
H -7.0805 0.0948 4.6315
H -6.1038 0.0101 6.0618
H -6.4919 -1.5038 5.2862
C -0.7119 -0.7020 0.4424
C 0.7844 -0.5821 0.4650
O 1.1375 0.7849 0.1112
S 0.0246 1.3894 -0.9177
O 0.3164 1.0404 -2.3064
O -0.3059 2.7837 -0.5833
O -1.2225 0.3998 -0.2741
H -1.2468 -0.7182 1.3920
H -0.9735 -1.5137 -0.2364
H 1.3223 -1.2018 -0.2525
H 1.1880 -0.7680 1.4604
*
```

E_HOMO: -8.25 eV
Electronic energy: -6872.921278 Eh
LUMO: 0.12 eV

Results of the Mulliken charge analysis, in e, for atoms 1 through 6: number 1, C, carries 0.404; number 2, O, carries -0.192; number 3, P, carries 1.235; number 4, O, carries -0.850; number 5, O, carries 0.021; number 6, C, carries -0.593

---

Entry 3:
Molecular formula: C41H68As3N4NaO2S2
Method: DFT, ωB97M-V/def2-TZVPD

```
! wB97M-V def2-TZVPD RIJCOSX def2/J DEFGRID3
* xyz -2 1
Na -0.1110 -0.5378 0.6085
C 2.7583 -5.6121 -0.1369
C 3.0148 -5.4244 1.3529
N 1.9270 -4.7592 2.0749
C 0.9707 -5.6117 2.7655
C -0.1909 -6.0766 1.8952
C 1.7137 -3.4196 1.9446
S 0.3134 -2.7369 2.6458
N 2.6799 -2.8385 1.1908
C 2.6552 -1.5666 0.7840
O 1.8595 -0.6621 1.0627
C 3.6993 -1.2401 -0.2791
C 3.4165 -0.2023 -1.1561
C 4.2835 0.0809 -2.2057
C 5.4430 -0.6637 -2.3640
C 5.7283 -1.7020 -1.4853
C 4.8453 -1.9996 -0.4524
H 3.6173 -6.1037 -0.6031
H 2.6125 -4.6459 -0.6214
H 1.8763 -6.2280 -0.3197
H 3.9273 -4.8519 1.4909
H 3.1553 -6.3951 1.8352
H 0.5810 -5.0619 3.6206
H 1.5297 -6.4707 3.1438
H -0.7088 -5.2133 1.4759
H -0.9070 -6.6456 2.4965
H 0.1454 -6.7151 1.0765
H 2.4879 0.3446 -1.0480
H 4.0337 0.8686 -2.9054
H 6.1167 -0.4481 -3.1859
H 6.6267 -2.2946 -1.6143
H 5.0246 -2.8299 0.2207
C 1.2845 0.5230 4.1930
As -0.3608 1.0136 3.2390
C -0.3667 2.8471 3.9424
C -1.5417 0.1270 4.5689
C -3.0806 0.2575 4.4923
C -3.6127 -0.2795 5.8318
C -3.7105 -0.5836 3.3650
As -2.9042 -0.6968 1.4939
C -4.3396 -1.9098 0.9383
C -3.6923 0.9431 0.7531
C -3.4505 1.7431 4.3505
As -5.3107 2.2747 4.7243
C -4.8983 4.1920 4.8341
C -6.0349 2.3577 2.9082
H 1.1673 0.7463 5.2563
H 2.1011 1.1125 3.7788
H 1.4773 -0.5385 4.0413
H -0.3996 2.8368 5.0347
H -1.2014 3.4282 3.5540
H 0.5657 3.2989 3.6020
H -1.2022 0.4834 5.5479
H -1.2668 -0.9319 4.5101
H -3.1875 -1.2691 6.0187
H -4.7008 -0.3704 5.8304
H -3.3280 0.3741 6.6640
H -4.7738 -0.3284 3.2732
H -3.6820 -1.6333 3.6797
H -5.2972 -1.5532 1.3249
H -4.1332 -2.9059 1.3300
H -4.3622 -1.9652 -0.1484
H -4.7617 0.9844 0.9627
H -3.4993 0.9055 -0.3190
H -3.2003 1.8277 1.1594
H -3.1906 2.1152 3.3568
H -2.8711 2.3256 5.0717
H -4.3655 4.3984 5.7623
H -5.8257 4.7650 4.8246
H -4.2761 4.4957 3.9901
H -6.3035 1.3615 2.5618
H -5.3115 2.7882 2.2159
H -6.9329 2.9767 2.9361
C 1.2884 5.8723 -2.3588
C 0.2418 5.0173 -3.0847
C -1.0613 5.8177 -3.2002
C 0.7550 4.7359 -4.4960
C -0.0161 3.7430 -2.2790
C -0.4950 3.8524 -0.9368
C -0.6789 2.6737 -0.2434
N -0.4807 1.4367 -0.6970
C -0.0630 1.2932 -2.0182
C 0.1977 2.5025 -2.7890
C 0.0988 0.0317 -2.5434
C 0.6786 -0.2475 -3.8318
C 1.2161 -1.4475 -4.1310
C 1.1479 -2.4764 -3.0891
C 0.3797 -2.2906 -2.0040
N -0.3334 -1.1108 -1.7541
C 1.9035 -1.6963 -5.4762
C 2.3957 -3.1407 -5.6047
C 0.9358 -1.4233 -6.6349
C 3.1203 -0.7690 -5.6218
H 1.4741 6.8007 -2.9109
H 2.2304 5.3260 -2.2693
H 0.9620 6.1298 -1.3497
H -0.8942 6.7384 -3.7709
H -1.4525 6.0865 -2.2172
H -1.8257 5.2257 -3.7092
H 0.9275 5.6819 -5.0197
H 0.0349 4.1524 -5.0737
H 1.6959 4.1819 -4.4749
H -0.6848 4.8028 -0.4536
H -0.9955 2.7351 0.7986
H 0.5592 2.3904 -3.7988
H 0.7356 0.5533 -4.5659
H 1.7079 -3.3999 -3.1642
H 0.2571 -3.0651 -1.2527
H 1.5742 -3.8531 -5.4959
H 3.1463 -3.3792 -4.8474
H 2.8519 -3.2877 -6.5895
H 0.0441 -2.0476 -6.5418
H 1.4159 -1.6321 -7.5999
H 0.6077 -0.3819 -6.6337
H 3.8314 -0.9440 -4.8098
H 2.8145 0.2788 -5.5714
H 3.6323 -0.9336 -6.5793
O 2.1550 2.2449 1.4178
H 1.5143 2.4669 0.7281
H 2.2095 1.2777 1.3597
S -2.1041 -1.3978 -1.5730
*
```

E_HOMO: 0.28 eV
Electronic energy: -9638.651822 Eh
LUMO: 3.69 eV

Results of the Mulliken charge analysis, in e, for atoms 1 through 6: number 1, Na, carries 0.803; number 2, C, carries -0.683; number 3, C, carries -0.711; number 4, N, carries 0.141; number 5, C, carries -0.915; number 6, C, carries -0.888

---

The evaluated ΔE to the lowest compared entry with this formula, charge and spin for the records listed, in turn: 2.0053 44.3567 0.0000 eV.